This record from the OMol25 dataset describes a molecular structure, C23H45Cl2N5O4PSm. The level of theory is ωB97M-V/def2-TZVPD.

The spin multiplicity is 6. The calculated total energy is -3398.05823 a.u. For the HOMO energy (alpha / beta), the calculation gives -7.11 / -7.14 eV. As for the net charge: 0. The calculation puts the LUMO energy (alpha / beta) at 0.21 / 0.21 eV.

XYZ file:
```
81
C23H45Cl2N5O4PSm | the OMol25 dataset | ωB97M-V/def2-TZVPD
H -3.5512 -4.4181 -1.7035
H -0.1295 5.8110 -3.3851
H -2.1703 3.7284 0.3091
H 1.2294 3.1245 -1.9265
C -1.5424 3.4973 -3.8860
O -0.4170 -1.5585 -1.9525
H 5.5676 -1.4640 5.0521
H 2.4086 -0.1657 2.3946
H -1.5936 -4.3276 -3.9809
H -4.5943 -0.0071 2.0313
H 0.1960 2.2687 3.0313
C 3.2336 -2.1226 1.9990
H -4.6370 1.0351 -1.1444
C 2.3303 -2.4263 0.7786
H 6.0304 -1.5868 -1.3884
N -3.4472 1.4827 0.5036
C -1.7752 -3.3234 -3.5794
C -3.5714 1.1727 -0.9167
H -4.1906 3.4214 0.9665
Sm 0.9400 0.0530 -0.8604
H -3.0273 0.2531 -1.1657
C 2.9314 -1.9298 -0.6667
H -1.0109 -2.6259 -3.9239
N -2.5866 0.2074 2.6480
H -4.7045 2.1400 2.0851
H 3.8451 0.2398 4.3875
C 4.1988 -3.0610 2.3669
H 4.8037 -1.6589 -2.6737
H 1.7571 -3.5270 -1.5270
Cl 1.9246 1.8489 0.7862
O 1.0903 -1.9413 0.9180
H 4.2912 -3.9741 1.7764
H -2.2397 4.2963 -3.6036
H -1.2952 2.2074 4.0537
O -1.0522 0.4519 0.4708
H -2.7629 -2.9912 -3.9290
H -5.3901 2.2147 0.4480
H 0.6522 4.9040 -4.6973
H -0.9249 0.2780 3.9637
O -0.2940 1.7543 -2.0465
N -0.2625 3.7157 -3.2206
H -1.3969 4.6263 1.6424
H -4.1616 -0.7748 3.5808
C 5.0562 -2.8232 3.4447
C 3.9555 -0.6901 3.8213
H -2.1089 -5.4469 -1.8629
H -2.3182 -4.4253 -0.4051
C -0.8099 2.6922 3.2014
H -0.3988 3.5755 0.5906
N -1.7510 -3.3913 -2.1196
C -1.1064 -2.4752 -1.4130
H 5.2930 -0.1072 -2.0181
C -2.4766 -4.4833 -1.4861
H -1.9549 2.5215 -3.6208
C -4.4778 2.3651 1.0382
C -3.8218 -0.5716 2.5568
C 2.4958 -2.7767 -1.8364
H 3.3850 -3.2847 -2.2489
H 5.8201 -3.5633 3.7038
C -1.5976 -0.4513 3.5026
C 4.9183 -1.6436 4.1837
C 0.4628 4.9164 -3.6160
H 2.3338 -3.5460 0.7099
C -1.3844 3.6883 1.0702
H -2.1555 -0.9530 4.3041
H -1.1837 -2.5473 -0.3147
C 0.2535 2.8478 -2.3606
H -0.9894 -1.1976 2.9634
P -2.0712 1.1257 1.3564
C 5.0890 -1.1463 -1.7508
N -1.6423 2.5998 2.0100
C 4.0609 -1.1944 -0.6655
H -1.3942 3.5670 -4.9708
H 1.4142 4.9486 -3.0737
H 2.0596 -2.1881 -2.6629
H -3.1782 1.9910 -1.5433
C 3.1220 -0.9320 2.7157
H 4.3528 -0.6764 0.2466
Cl 2.4177 0.6024 -2.9428
H -3.6763 -1.5354 2.0414
H -0.6945 3.7602 3.4353
```